i | Molecular formula: C5H15N3
Method: DFT, ωB97M-V/def2-TZVPD

Computed properties:
* HOMO energy: -8.7 eV
* SMILES: C/N=C\N.CCNC
* molecular weight: 117.2 g mol⁻¹
* LUMO energy: 0.892 eV
* HOMO-LUMO gap: 0.35250 Ha

Last column: Mulliken charge in e.
Geometry (Å):
C (-2.062, -2.703, -0.012)  -1.228
C (-0.767, -2.686, 0.782)  -0.342
N (-0.305, -1.328, 0.970)  -0.198
C (0.800, -1.165, 1.903)  -1.052
H (-2.380, -3.721, -0.232)  0.369
H (-2.001, -2.094, -0.911)  0.301
H (-2.880, -2.291, 0.591)  0.318
H (0.024, -3.186, 0.214)  0.307
H (-0.920, -3.281, 1.694)  0.307
H (-1.063, -0.729, 1.279)  0.194
H (0.984, -0.102, 2.042)  0.339
H (0.630, -1.604, 2.896)  0.355
H (1.693, -1.626, 1.481)  0.319
C (2.097, 1.941, -1.301)  -0.894
N (-0.693, 2.296, -1.684)  -0.527
C (-0.075, 2.142, -0.434)  0.178
N (1.160, 2.067, -0.189)  -0.409
H (2.948, 1.362, -0.951)  0.264
H (2.432, 2.933, -1.608)  0.316
H (1.706, 1.421, -2.180)  0.272
H (-0.151, 1.895, -2.444)  0.212
H (-1.654, 2.008, -1.725)  0.259
H (-0.783, 2.147, 0.391)  0.341



ii | Molecular formula: C5H15N3
Method: DFT, ωB97M-V/def2-TZVPD

Computed properties:
* HOMO energy: -8.6 eV
* SMILES: C/N=C\N.CN(C)C
* molecular weight: 117.2 g mol⁻¹
* LUMO energy: 0.936 eV
* HOMO-LUMO gap: 0.35180 Ha

Last column: Mulliken charge in e.
Geometry (Å):
C (1.457, -2.102, 2.448)  -0.725
N (0.955, 0.661, 2.400)  -0.657
C (-0.026, -0.335, 2.074)  0.079
N (0.159, -1.577, 1.980)  -0.409
H (2.096, -2.384, 1.607)  0.239
H (1.299, -3.035, 2.985)  0.269
H (1.934, -1.344, 3.061)  0.314
H (0.971, 1.326, 1.632)  0.271
H (0.591, 1.203, 3.181)  0.234
H (-1.008, 0.072, 1.825)  0.384
C (-1.986, 0.335, -1.601)  -1.063
N (-0.614, 0.717, -1.315)  0.050
C (0.271, -0.433, -1.495)  -1.164
C (-0.209, 1.835, -2.137)  -0.968
H (-2.301, -0.519, -1.005)  0.326
H (-2.160, 0.151, -2.672)  0.379
H (-2.648, 1.174, -1.355)  0.337
H (1.294, -0.123, -1.286)  0.374
H (0.030, -1.220, -0.780)  0.346
H (0.160, -0.834, -2.511)  0.411
H (0.759, 2.195, -1.783)  0.287
H (-0.918, 2.654, -2.045)  0.354
H (-0.107, 1.582, -3.207)  0.332



Which structure is the least stable? The one labeled ii.



i | Molecular formula: C5H15N3
Method: DFT, ωB97M-V/def2-TZVPD

Computed properties:
* HOMO energy: -5.4 eV
* molecular weight: 117.2 g mol⁻¹
* LUMO energy: 0.722 eV
* HOMO-LUMO gap: 0.22338 Ha

Last column: Mulliken charge in e.
Geometry (Å):
C (-0.660, -0.021, 2.200)  -0.912
C (0.205, -1.865, 0.449)  -0.794
N (-1.021, -0.543, 0.876)  -0.348
H (-1.977, -0.913, 0.906)  0.368
H (-1.350, 0.756, 2.537)  0.336
H (0.340, 0.405, 2.127)  0.313
H (-0.676, -0.828, 2.936)  0.334
H (-0.233, -2.557, 1.179)  0.435
H (0.112, -2.264, -0.553)  0.311
H (1.230, -1.631, 0.717)  0.295
C (0.766, -0.150, -2.329)  -1.649
C (0.557, 0.241, -0.902)  0.341
N (1.570, 1.092, -0.331)  -0.637
N (-1.107, 1.843, -0.044)  -0.620
C (-0.808, 0.490, -0.418)  -0.057
H (1.875, 1.838, -0.957)  0.209
H (2.415, 0.593, -0.066)  0.209
H (-0.288, 2.271, 0.373)  0.319
H (-1.902, 1.927, 0.577)  0.246
H (-1.559, 0.106, -1.110)  0.244
H (1.633, -0.820, -2.426)  0.287
H (0.974, 0.706, -2.998)  0.411
H (-0.099, -0.676, -2.743)  0.358



ii | Molecular formula: C5H15N3
Method: DFT, ωB97M-V/def2-TZVPD

Computed properties:
* HOMO energy: -8.0 eV
* SMILES: C=C(C)NC.NCN
* molecular weight: 117.2 g mol⁻¹
* LUMO energy: 0.907 eV
* HOMO-LUMO gap: 0.32858 Ha

Last column: Mulliken charge in e.
Geometry (Å):
C (-1.836, -0.327, 0.167)  0.032
N (-1.719, 0.591, 1.292)  -0.747
N (-3.108, -0.216, -0.521)  -0.612
H (-1.403, 1.513, 1.001)  0.273
H (-3.859, -0.433, 0.129)  0.273
H (-1.006, 0.274, 1.947)  0.306
H (-3.258, 0.746, -0.812)  0.216
H (-1.750, -1.353, 0.542)  0.291
H (-1.007, -0.123, -0.696)  0.145
C (1.175, 1.623, -1.218)  -1.076
C (1.401, -1.929, 0.014)  -1.526
N (0.925, 0.200, -1.054)  -0.224
C (1.371, -0.433, 0.127)  0.928
C (1.587, 0.209, 1.278)  -1.247
H (1.183, -0.320, -1.886)  0.249
H (0.913, 1.909, -2.235)  0.343
H (0.543, 2.157, -0.508)  0.267
H (2.220, 1.904, -1.048)  0.349
H (2.271, -2.241, -0.568)  0.370
H (0.507, -2.300, -0.485)  0.385
H (1.452, -2.388, 0.997)  0.362
H (1.656, 1.280, 1.349)  0.314
H (1.741, -0.344, 2.187)  0.328



Which structure is the least stable? The one labeled i.



i | Molecular formula: C5H15N3
Method: DFT, ωB97M-V/def2-TZVPD

Computed properties:
* HOMO energy: -8.7 eV
* SMILES: N=C(N)N.CCCC
* molecular weight: 117.2 g mol⁻¹
* LUMO energy: 0.667 eV
* HOMO-LUMO gap: 0.34495 Ha

Last column: Mulliken charge in e.
Geometry (Å):
C (-1.857, -1.959, 0.980)  -1.388
C (1.830, -0.719, 0.647)  -0.937
C (0.521, -1.124, 1.372)  -0.367
C (-0.471, -1.787, 0.402)  -0.234
H (-1.880, -2.607, 1.840)  0.350
H (-2.597, -2.306, 0.301)  0.389
H (-2.217, -1.000, 1.428)  0.310
H (2.752, -0.655, 1.234)  0.361
H (1.784, 0.276, 0.169)  0.043
H (1.972, -1.397, -0.243)  0.275
H (0.098, -0.242, 1.797)  0.317
H (0.775, -1.781, 2.223)  0.352
H (-0.521, -1.169, -0.540)  0.135
H (-0.078, -2.667, -0.085)  0.395
N (1.036, 2.495, -1.840)  -0.458
C (-0.144, 2.363, -1.075)  0.556
N (-1.212, 1.817, -1.844)  -0.610
N (-0.312, 2.767, 0.172)  -0.738
H (1.845, 2.681, -1.270)  0.263
H (1.203, 1.812, -2.584)  0.225
H (-1.011, 1.060, -2.506)  0.250
H (-2.030, 1.628, -1.250)  0.282
H (0.517, 2.513, 0.672)  0.231



ii | Molecular formula: C5H15N3
Method: DFT, ωB97M-V/def2-TZVPD

Computed properties:
* HOMO energy: -8.2 eV
* SMILES: N/C=C/N.CCCN
* molecular weight: 117.2 g mol⁻¹
* LUMO energy: 1.128 eV
* HOMO-LUMO gap: 0.34229 Ha

Last column: Mulliken charge in e.
Geometry (Å):
C (-1.192, -2.333, -0.159)  -0.568
C (-0.147, -1.476, 0.571)  -0.044
C (-0.774, -0.657, 1.686)  -1.369
N (-0.516, -3.063, -1.250)  -0.593
H (-1.963, -1.691, -0.584)  0.327
H (-1.671, -3.013, 0.557)  0.314
H (0.291, -0.827, -0.188)  0.101
H (0.606, -2.159, 0.968)  0.365
H (-1.103, -1.295, 2.510)  0.412
H (-1.649, -0.104, 1.342)  0.323
H (-0.090, 0.081, 2.110)  0.332
H (-1.110, -3.789, -1.626)  0.219
H (0.294, -3.523, -0.867)  0.207
C (1.383, 2.259, -0.904)  -0.329
C (0.387, 2.462, -0.060)  -0.101
N (0.199, 3.645, 0.683)  -0.544
N (1.557, 1.041, -1.649)  -0.534
H (2.189, 2.978, -1.036)  0.316
H (-0.399, 1.729, 0.091)  0.259
H (-0.498, 3.573, 1.404)  0.240
H (0.060, 4.476, 0.130)  0.209
H (2.228, 0.461, -1.166)  0.211
H (1.917, 1.224, -2.563)  0.246



Which structure is the least stable? The one labeled ii.



i | Molecular formula: C25H18BaN3OS2
Method: DFT, ωB97M-V/def2-TZVPD

Computed properties:
* HOMO energy: -5.2 eV
* molecular weight: 577.9 g mol⁻¹
* LUMO energy: 2.013 eV
* HOMO-LUMO gap: 0.26373 Ha
* net charge: -1

Last column: Mulliken charge in e.
Geometry (Å):
Ba (-0.308, -0.161, 0.443)  1.733
C (-2.188, 2.598, 1.645)  -1.093
C (-0.697, 2.702, 1.574)  0.237
N (-0.133, 2.593, 0.424)  -1.267
N (1.251, 2.692, 0.495)  0.573
C (1.946, 2.124, -0.431)  -0.066
S (1.483, 1.122, -1.755)  -0.475
S (3.707, 2.364, -0.285)  -0.252
C (3.816, 3.450, 1.161)  -0.570
C (3.379, 4.889, 0.994)  0.615
C (2.892, 5.411, -0.195)  -0.259
C (2.493, 6.740, -0.274)  -0.694
C (2.576, 7.564, 0.837)  -0.400
C (3.059, 7.049, 2.033)  -0.590
C (3.454, 5.723, 2.109)  -0.314
C (0.071, 2.761, 2.850)  0.153
C (0.462, 3.936, 3.463)  -0.325
C (1.228, 3.909, 4.623)  -0.623
C (1.598, 2.677, 5.150)  -0.484
C (1.216, 1.494, 4.540)  -0.559
C (0.446, 1.493, 3.363)  0.633
O (0.090, 0.399, 2.736)  -0.948
H (-2.622, 2.465, 0.654)  0.334
H (-2.610, 3.488, 2.116)  0.297
H (-2.458, 1.746, 2.277)  0.330
H (4.868, 3.407, 1.453)  0.509
H (3.226, 2.988, 1.954)  -0.048
H (2.810, 4.769, -1.063)  0.351
H (2.106, 7.128, -1.208)  0.372
H (2.260, 8.599, 0.778)  0.380
H (3.120, 7.680, 2.912)  0.358
H (3.807, 5.314, 3.049)  0.393
H (0.192, 4.886, 3.012)  0.409
H (1.539, 4.831, 5.097)  0.435
H (2.198, 2.636, 6.052)  0.358
H (1.512, 0.534, 4.948)  0.366
N (-10.193, -4.297, -1.403)  -0.547
C (-9.164, -3.838, -1.166)  0.067
C (-7.881, -3.266, -0.871)  0.551
C (-7.126, -3.745, 0.200)  -0.425
C (-5.893, -3.194, 0.481)  -0.577
C (-5.371, -2.151, -0.300)  0.343
C (-6.144, -1.679, -1.371)  -0.566
C (-7.379, -2.226, -1.653)  -0.418
C (-4.090, -1.593, -0.012)  -3.227
C (-2.980, -1.129, 0.228)  2.235
H (-7.520, -4.551, 0.806)  0.416
H (-5.306, -3.563, 1.311)  0.429
H (-5.752, -0.873, -1.976)  0.432
H (-7.968, -1.856, -2.482)  0.417



ii | Molecular formula: C25H18BaN3OS2
Method: DFT, ωB97M-V/def2-TZVPD

Computed properties:
* HOMO energy: -5.3 eV
* molecular weight: 577.9 g mol⁻¹
* LUMO energy: 2.154 eV
* HOMO-LUMO gap: 0.27232 Ha
* net charge: -1

Last column: Mulliken charge in e.
Geometry (Å):
Ba (1.308, 0.553, -1.981)  1.722
C (-0.269, -1.214, 0.589)  -1.090
C (-0.407, 0.267, 0.437)  0.102
N (-0.959, 0.720, -0.630)  -1.383
N (-1.131, 2.086, -0.632)  0.656
C (-1.125, 2.742, -1.732)  0.029
S (-0.715, 2.358, -3.358)  -0.579
S (-1.609, 4.442, -1.516)  -0.252
C (-1.827, 4.530, 0.276)  -0.568
C (-3.082, 3.957, 0.884)  0.619
C (-4.071, 3.320, 0.148)  -0.243
C (-5.191, 2.798, 0.777)  -0.712
C (-5.340, 2.906, 2.151)  -0.388
C (-4.358, 3.544, 2.894)  -0.579
C (-3.241, 4.064, 2.264)  -0.347
C (0.240, 1.139, 1.445)  0.098
C (-0.406, 1.634, 2.563)  -0.351
C (0.250, 2.497, 3.433)  -0.601
C (1.565, 2.855, 3.166)  -0.442
C (2.225, 2.370, 2.052)  -0.569
C (1.579, 1.503, 1.154)  0.865
O (2.149, 1.061, 0.070)  -0.999
H (-0.684, -1.739, -0.272)  0.332
H (-0.799, -1.532, 1.490)  0.308
H (0.779, -1.491, 0.721)  0.324
H (-1.781, 5.600, 0.497)  0.511
H (-0.961, 4.055, 0.743)  -0.047
H (-3.953, 3.219, -0.922)  0.370
H (-5.947, 2.295, 0.188)  0.369
H (-6.213, 2.492, 2.639)  0.381
H (-4.459, 3.631, 3.969)  0.358
H (-2.465, 4.545, 2.850)  0.378
H (-1.443, 1.369, 2.740)  0.420
H (-0.264, 2.889, 4.300)  0.431
H (2.083, 3.531, 3.837)  0.362
H (3.246, 2.658, 1.835)  0.385
N (4.603, -9.584, -3.199)  -0.558
C (4.248, -8.496, -3.079)  0.110
C (3.809, -7.157, -2.932)  0.560
C (4.634, -6.213, -2.315)  -0.466
C (4.204, -4.910, -2.176)  -0.549
C (2.945, -4.510, -2.647)  0.333
C (2.130, -5.471, -3.264)  -0.557
C (2.551, -6.776, -3.406)  -0.459
C (2.506, -3.166, -2.506)  -3.237
C (2.127, -2.011, -2.384)  2.244
H (5.607, -6.510, -1.949)  0.417
H (4.837, -4.175, -1.699)  0.436
H (1.158, -5.169, -3.629)  0.433
H (1.913, -7.508, -3.883)  0.421



Which structure is the least stable? The one labeled ii.



i | Molecular formula: HN2O5
Method: DFT, ωB97M-V/def2-TZVPD

Computed properties:
* HOMO energy: -5.2 eV
* molecular weight: 109.0 g mol⁻¹
* LUMO energy: 4.536 eV
* HOMO-LUMO gap: 0.35789 Ha
* net charge: -1

Last column: Mulliken charge in e.
Geometry (Å):
N (-1.436, -0.035, -0.058)  0.609
N (1.405, -0.019, 0.097)  1.226
O (-2.255, -0.109, 0.828)  -0.569
O (0.956, -0.998, -0.572)  -0.765
O (2.601, 0.195, 0.119)  -0.702
O (-1.258, 0.888, -0.873)  -0.473
O (0.598, 0.717, 0.667)  -0.682
H (-0.611, -0.639, -0.208)  0.355



ii | Molecular formula: HN2O5
Method: DFT, ωB97M-V/def2-TZVPD

Computed properties:
* HOMO energy: -4.3 eV
* molecular weight: 109.0 g mol⁻¹
* LUMO energy: 4.180 eV
* HOMO-LUMO gap: 0.31123 Ha
* net charge: -1

Last column: Mulliken charge in e.
Geometry (Å):
N (1.104, 0.257, 0.127)  0.617
N (-1.887, 0.766, 1.301)  1.037
O (2.039, -0.575, 0.312)  -0.570
O (-1.942, -0.203, 0.471)  -0.687
O (-2.914, 1.400, 1.512)  -0.683
O (0.805, 1.211, 0.708)  -0.357
O (-0.860, 0.880, 1.938)  -0.609
H (0.635, 0.206, -0.817)  0.252



Which structure is the least stable? The one labeled ii.



i | Molecular formula: CH4ClN2OS
Method: DFT, ωB97M-V/def2-TZVPD

Computed properties:
* HOMO energy: -15.3 eV
* molecular weight: 127.6 g mol⁻¹
* LUMO energy: -7.250 eV
* HOMO-LUMO gap: 0.29441 Ha
* net charge: +1

Last column: Mulliken charge in e.
Geometry (Å):
C (0.279, 0.039, -0.202)  0.330
N (0.656, 0.390, 0.943)  -0.287
N (0.819, -0.623, -1.121)  -0.269
O (-1.685, 1.881, 0.411)  -0.332
S (-1.422, 0.967, -0.690)  0.605
Cl (-1.913, -1.424, 0.229)  -0.173
H (1.488, -0.082, 1.421)  0.253
H (0.191, 1.112, 1.528)  0.271
H (1.486, -1.242, -0.830)  0.228
H (0.102, -1.019, -1.688)  0.375



ii | Molecular formula: CH4ClN2OS
Method: DFT, ωB97M-V/def2-TZVPD

Computed properties:
* HOMO energy: -14.9 eV
* molecular weight: 127.6 g mol⁻¹
* LUMO energy: -7.352 eV
* HOMO-LUMO gap: 0.27821 Ha
* net charge: +1

Last column: Mulliken charge in e.
Geometry (Å):
C (-0.348, -0.216, 0.099)  0.396
N (0.297, -1.030, -0.616)  -0.239
N (1.783, 0.961, 0.634)  -0.417
O (-2.494, -1.369, -0.010)  -0.368
S (-2.028, -0.199, 0.664)  0.608
Cl (-1.780, 1.457, -0.767)  -0.116
H (1.282, -1.103, -0.644)  0.293
H (-0.122, -1.593, -1.406)  0.296
H (1.617, 1.938, 0.416)  0.275
H (1.792, 1.154, 1.631)  0.271



Which structure is the least stable? The one labeled ii.